The following is a quantum chemistry calculation of one molecule with the formula CH2ClNOS2, from the Open Molecules 2025 dataset.

Geometry (Å):
O -1.08593 1.91377 -0.40027
C -0.73326 0.83340 -0.18592
Cl -2.45958 -0.47065 -0.25646
N 0.29182 0.11168 0.24800
S 1.72857 1.02604 0.47638
S 0.42262 -1.63154 0.35642
H 2.49510 0.02393 0.00354
H -0.65934 -1.80663 -0.24168

Results
spin multiplicity	1
energy relative to the best compared isomer or geometry (same formula, charge and spin)	19.6	kcal per mole
lowest unoccupied orbital energy	-0.42	eV
SMILES	O=C(Cl)N(S)S
largest force on an atom	3.58	eV/Å
net charge	0


The following is a quantum chemistry calculation of one molecule with the formula CH2ClNOS2, from the Open Molecules 2025 dataset.

Geometry (Å):
O 3.01668 0.76511 -0.06768
C 1.87766 0.84760 -0.06000
N 0.93923 -0.66799 0.07839
Cl 1.92365 -1.99525 -0.02806
S -0.33524 -0.44580 -0.99184
S -1.93032 -0.42706 0.28559
H 1.02447 1.51505 -0.22538
H -1.96618 -1.80415 0.54347

Results
spin multiplicity	1
energy relative to the best compared isomer or geometry (same formula, charge and spin)	33.3	kcal per mole
lowest unoccupied orbital energy	0.26	eV
SMILES	O=CN(Cl)SS
largest force on an atom	5.17	eV/Å
net charge	0


The following is a quantum chemistry calculation of a 2-piece molecular cluster, CH2ClNS overall, from the Open Molecules 2025 dataset.

Geometry (Å):
N -2.52407 1.26140 -0.17152
C -2.56897 0.13275 0.05467
Cl -2.60256 -1.44544 0.22861
S 1.95634 -0.16943 -0.00014
H 2.95703 -0.29767 -0.88687
H 2.78223 0.51840 0.77525

Results
spin multiplicity	1
energy relative to the best compared isomer or geometry (same formula, charge and spin)	21.8	kcal per mole
lowest unoccupied orbital energy	0.49	eV
SMILES	N#CCl.S
largest force on an atom	1.99	eV/Å
net charge	0


no.,orbital gap (eV)
1,9.2
2,9.4
3,10.3